Entry 1:
The following is a DFT calculation (the ωB97M-V functional and the def2-TZVPD basis) of C5H9NS in the gas phase.

ΔE to the lowest compared entry with this formula, charge and spin in kcal/mol: 84.26
Net charge: 0
SMILES: C#CN(S)C(C)C
Frontier orbital gap in eV: 9.07

Last column: Mulliken charge in e.
CARTESIAN COORDINATES (ANGSTROEM)
1 C 2.68 1.44 -0.73  -0.27
2 C 1.78 0.88 -0.18  -0.16
3 C -1.53 0.18 1.14  -1.24
4 C -1.07 -0.68 -1.17  -1.20
5 C -0.57 0.16 0.01  0.39
6 N 0.83 0.07 0.37  -0.03
7 S 1.32 -1.53 0.68  -0.18
8 H 3.50 1.91 -1.22  0.45
9 H -1.27 -0.54 1.89  0.34
10 H -1.56 1.13 1.78  0.29
11 H -2.59 -0.18 0.89  0.32
12 H -1.00 -1.85 -1.08  0.30
13 H -0.20 -0.49 -1.92  0.33
14 H -2.04 -0.37 -1.69  0.36
15 H -0.60 1.22 -0.39  0.16
16 H 2.32 -1.37 1.62  0.15

=====

Entry 2:
The following is a DFT calculation (the ωB97M-V functional and the def2-TZVPD basis) of 2 unconnected molecules or ions with the total composition C5H12O2.

ΔE to the lowest compared entry with this formula, charge and spin in kcal/mol: 135.40
Net charge: 0
Frontier orbital gap (alpha / beta) in eV: 7.90 / 7.90

Last column: Mulliken charge in e.
CARTESIAN COORDINATES (ANGSTROEM)
1 C 1.10 0.85 -0.13  -1.05
2 C 2.14 -0.21 0.10  -0.32
3 O 1.75 -1.46 -0.49  -0.37
4 C 0.48 -1.83 -0.08  -0.32
5 C -0.60 -0.89 -0.50  -0.54
6 O -1.29 0.50 0.90  -0.55
7 C -2.22 1.38 0.30  -0.68
8 H -0.31 0.75 0.58  0.35
9 H 1.08 1.21 -1.17  0.32
10 H 1.29 1.70 0.53  0.42
11 H 2.29 -0.36 1.18  0.28
12 H 3.11 0.00 -0.35  0.28
13 H 0.26 -2.79 -0.57  0.32
14 H 0.42 -2.00 1.01  0.31
15 H -0.50 -0.45 -1.48  0.41
16 H -1.60 -1.25 -0.27  0.30
17 H -3.17 0.85 0.15  0.26
18 H -1.86 1.76 -0.67  0.28
19 H -2.40 2.24 0.97  0.28

=====

Entry 3:
The following is a DFT calculation (the ωB97M-V functional and the def2-TZVPD basis) of a gas-phase ion, C4H11N2 (charge +1).

ΔE to the lowest compared entry with this formula, charge and spin in kcal/mol: 123.91
Net charge: +1
Frontier orbital gap (alpha / beta) in eV: 8.23 / 10.43

Last column: Mulliken charge in e.
CARTESIAN COORDINATES (ANGSTROEM)
1 C 0.77 -0.65 0.44  0.02
2 C 2.08 -0.19 0.03  -1.08
3 C -1.60 -0.29 0.94  -0.75
4 C -0.49 1.27 -0.53  -1.02
5 N -0.80 -1.08 -1.13  -0.68
6 N -0.53 -0.14 -0.08  0.58
7 H 0.65 -1.60 0.94  0.41
8 H 2.78 -0.52 0.79  0.35
9 H 2.14 0.89 -0.11  0.35
10 H 2.43 -0.66 -0.90  0.33
11 H -2.54 -0.51 0.42  0.34
12 H -1.38 -1.13 1.60  0.29
13 H -1.70 0.61 1.53  0.37
14 H 0.15 1.38 -1.40  0.39
15 H -1.50 1.57 -0.81  0.40
16 H -0.13 1.91 0.28  0.41
17 H -0.33 -0.83 -1.99  0.29

=====

Entry 4:
The following is a DFT calculation (the ωB97M-V functional and the def2-TZVPD basis) of 3 unconnected molecules or ions with the total composition CH8N2O2.

<S²>: 0.790
ΔE to the lowest compared entry with this formula, charge and spin in kcal/mol: 7.78
Net charge: +1
2S+1: 2
Frontier orbital gap (alpha / beta) in eV: 9.58 / 4.95

Last column: Mulliken charge in e.
CARTESIAN COORDINATES (ANGSTROEM)
1 N 1.83 -0.41 0.66  -0.11
2 C 2.74 -0.27 -0.43  0.21
3 N 3.92 -0.83 -0.48  -0.33
4 H 1.88 -1.18 1.26  0.33
5 H 0.91 -0.02 0.50  0.29
6 H 2.37 0.52 -1.27  0.28
7 H 4.48 -0.49 -1.21  0.33
8 H -4.98 -0.87 0.65  0.30
9 H -4.99 0.48 1.26  0.33
10 O -4.46 -0.35 1.17  -0.64
11 H -0.85 1.14 -1.37  0.32
12 H -1.90 1.10 -0.29  0.34
13 O -0.97 1.19 -0.44  -0.65

=====

Entry 5:
The following is a DFT calculation (the ωB97M-V functional and the def2-TZVPD basis) of 6 unconnected molecules or ions with the total composition C21H34FNO17S.

Net charge: 0
SMILES: CCCN(CCC)S(=O)(=O)F.O=C1OCCO1.O=C1OCCO1.O=C1OCCO1.O=C1OCCO1.O=C1OCCO1
Frontier orbital gap in eV: 10.05

Last column: Mulliken charge in e.
CARTESIAN COORDINATES (ANGSTROEM)
1 C 5.10 -2.06 -0.34  -1.29
2 C 3.86 -1.86 -1.23  0.62
3 C 3.86 -0.60 -2.08  -1.23
4 N 3.44 0.68 -1.42  0.02
5 C 2.14 0.61 -0.69  -1.18
6 C 0.97 0.12 -1.55  -0.29
7 C 0.13 -0.96 -0.88  -1.08
8 S 4.51 1.46 -0.47  1.16
9 O 4.31 2.86 -0.58  -0.61
10 O 4.66 0.88 0.82  -0.56
11 F 5.83 1.15 -1.25  -0.25
12 H 5.44 -3.10 -0.40  0.41
13 H 4.90 -1.83 0.70  0.28
14 H 5.94 -1.45 -0.66  0.25
15 H 2.96 -1.93 -0.62  -0.15
16 H 3.79 -2.69 -1.93  0.26
17 H 4.86 -0.43 -2.47  0.58
18 H 3.21 -0.72 -2.94  0.39
19 H 2.24 0.00 0.22  0.57
20 H 1.93 1.63 -0.36  0.64
21 H 0.33 0.98 -1.74  0.39
22 H 1.31 -0.22 -2.53  0.27
23 H -0.64 -0.50 -0.24  0.25
24 H 0.73 -1.60 -0.23  0.28
25 H -0.35 -1.62 -1.60  0.22
26 C -1.43 2.86 1.26  -0.17
27 C -2.40 2.70 2.40  -0.27
28 O -3.61 2.36 1.72  -0.23
29 C -3.29 1.82 0.52  0.53
30 O -4.07 1.28 -0.21  -0.57
31 O -1.97 1.97 0.27  -0.34
32 H -0.41 2.56 1.50  0.36
33 H -1.42 3.87 0.86  0.22
34 H -2.14 1.88 3.07  0.31
35 H -2.55 3.61 2.98  0.17
36 C 0.50 7.42 3.94  -0.31
37 C -0.52 7.27 5.05  -0.31
38 O -1.70 6.89 4.33  -0.30
39 C -1.33 6.34 3.16  0.65
40 O -2.06 5.77 2.41  -0.54
41 O 0.00 6.51 2.95  -0.30
42 H 1.51 7.13 4.22  0.29
43 H 0.51 8.42 3.51  0.27
44 H -0.27 6.46 5.75  0.26
45 H -0.71 8.18 5.61  0.28
46 C 1.07 -3.93 -6.05  -0.24
47 C -0.40 -3.83 -5.70  -0.37
48 O -0.36 -3.81 -4.26  -0.35
49 C 0.86 -3.40 -3.87  0.65
50 O 1.15 -3.13 -2.74  -0.48
51 O 1.70 -3.31 -4.92  -0.30
52 H 1.34 -3.40 -6.97  0.34
53 H 1.41 -4.96 -6.10  0.24
54 H -0.85 -2.90 -6.04  0.30
55 H -0.99 -4.67 -6.04  0.29
56 C -5.71 2.96 3.81  -0.21
57 C -7.14 3.14 4.29  -0.33
58 O -6.98 3.11 5.72  -0.33
59 C -5.71 3.46 6.02  0.61
60 O -5.31 3.69 7.11  -0.54
61 O -4.96 3.52 4.90  -0.26
62 H -5.49 3.48 2.89  0.28
63 H -5.44 1.91 3.70  0.25
64 H -7.55 4.11 4.01  0.25
65 H -7.81 2.35 3.98  0.30
66 C 0.37 -8.66 -2.25  -0.32
67 C 1.29 -7.66 -1.56  -0.29
68 O 1.91 -7.01 -2.68  -0.29
69 C 1.09 -7.13 -3.74  0.63
70 O 1.23 -6.54 -4.77  -0.56
71 O 0.09 -8.00 -3.49  -0.32
72 H -0.56 -8.84 -1.71  0.29
73 H 0.86 -9.61 -2.46  0.26
74 H 0.75 -6.92 -0.98  0.25
75 H 2.05 -8.13 -0.94  0.30

=====

Entry 6:
The following is a DFT calculation (the ωB97M-V functional and the def2-TZVPD basis) of a molecular structure, B5F16H4Sn.

ΔE to the lowest compared entry with this formula, charge and spin in kcal/mol: 32.16
Net charge: -3
Frontier orbital gap in eV: 4.24

Last column: Mulliken charge in e.
CARTESIAN COORDINATES (ANGSTROEM)
1 Sn 1.00 -0.12 0.57  1.66
2 B 0.34 -3.52 -1.70  0.24
3 H 1.29 -3.44 -1.19  -0.34
4 H 0.07 -4.54 -1.92  -0.17
5 H -0.44 -3.06 -1.11  -0.26
6 H 0.40 -3.10 -2.69  -0.16
7 B 2.90 1.99 -2.75  0.51
8 F 3.77 2.68 -3.59  -0.43
9 F 1.61 2.39 -2.92  -0.35
10 F 3.03 0.66 -3.03  -0.38
11 F 3.30 2.31 -1.51  -0.34
12 B 0.14 4.11 2.23  0.55
13 F -0.96 3.22 2.21  -0.42
14 F 0.24 4.73 1.05  -0.35
15 F -0.02 5.04 3.22  -0.40
16 F 1.21 3.33 2.52  -0.37
17 B -0.04 -2.35 4.05  0.56
18 F 0.30 -1.02 4.41  -0.40
19 F 1.13 -2.84 3.52  -0.38
20 F -0.60 -3.05 5.15  -0.40
21 F -1.02 -2.34 3.05  -0.37
22 B -3.56 -0.21 -1.91  0.63
23 F -2.65 -0.25 -2.99  -0.43
24 F -4.51 0.66 -2.30  -0.36
25 F -4.02 -1.51 -1.63  -0.42
26 F -2.89 0.21 -0.72  -0.40

=====

Entry 7:
The following is a DFT calculation (the ωB97M-V functional and the def2-TZVPD basis) of C8H10BClO2 in the gas phase.

ΔE to the lowest compared entry with this formula, charge and spin in kcal/mol: 0.00
Net charge: 0
SMILES: OB(O)CCc1ccc(Cl)cc1
Frontier orbital gap in eV: 9.16

Last column: Mulliken charge in e.
CARTESIAN COORDINATES (ANGSTROEM)
1 Cl -0.96 4.90 1.09  -0.22
2 O 0.43 -4.12 0.32  -0.58
3 O 2.16 -2.88 -0.90  -0.57
4 B 1.04 -2.94 -0.07  0.63
5 C 0.40 2.92 -0.18  -0.57
6 C -1.71 2.30 0.80  -0.64
7 C 0.62 1.62 -0.57  -0.41
8 C -1.52 1.02 0.36  -0.33
9 C -0.77 3.26 0.53  0.26
10 C -0.39 0.67 -0.33  0.55
11 C 0.46 -1.52 0.37  -0.47
12 C -0.22 -0.74 -0.73  -1.00
13 H -0.43 -4.08 0.79  0.33
14 H 2.62 -3.71 -1.11  0.31
15 H 1.16 3.69 -0.30  0.37
16 H -2.58 2.55 1.32  0.48
17 H 1.57 1.32 -1.03  0.36
18 H -2.32 0.25 0.48  0.31
19 H -0.20 -1.62 1.23  0.22
20 H 1.37 -0.96 0.62  0.27
21 H 0.45 -0.76 -1.61  0.36
22 H -1.18 -1.18 -1.09  0.35

=====

Entry 8:
The following is a DFT calculation (the ωB97M-V functional and the def2-TZVPD basis) of C3H7ClOS in the gas phase.

ΔE to the lowest compared entry with this formula, charge and spin in kcal/mol: 34.57
Net charge: 0
Frontier orbital gap in eV: 9.42

Last column: Mulliken charge in e.
CARTESIAN COORDINATES (ANGSTROEM)
1 C 0.68 -0.99 0.47  -1.40
2 C -0.75 0.80 -0.56  -1.23
3 C 0.61 0.16 -0.46  0.31
4 O 2.17 -1.33 -1.96  -0.51
5 S 0.91 -0.47 -2.27  0.46
6 Cl 1.43 1.49 -2.95  -0.22
7 H 1.42 -1.78 0.49  0.38
8 H 0.50 -0.62 1.46  0.38
9 H -0.16 -1.65 0.33  0.39
10 H -0.82 1.34 0.38  0.38
11 H -1.52 0.08 -0.65  0.38
12 H -0.95 1.45 -1.48  0.34
13 H 1.32 1.04 -0.20  0.34

=====

DFT total energy? In order: -648.71887; -347.98905; -268.10743; -302.52512; -2652.52183; -1939.51796; -946.47911; -1052.06979 a.u..